Computed, not measured: a cluster of 8 separate species, C72H83BO11P2 in total, with ωB97M-V/def2-TZVPD.

Geometry as XYZ:
```
169
Properties=species:S:1:pos:R:3:forces:R:3:mulliken_charge:R:1
C 10.192270 2.061989 -0.837348 -0.249 -0.212 0.005 -1.045
C 9.907116 3.188677 -1.803702 0.381 0.112 0.008 -0.099
O 8.630024 3.815943 -1.636080 -0.011 -0.226 -0.066 -0.433
P 7.239165 3.048614 -1.815482 -0.208 0.585 -0.006 0.727
O 6.162060 3.962704 -2.211146 0.169 -0.005 0.022 -0.839
C 6.908883 2.244302 -0.256206 -0.142 -0.140 0.257 -1.181
C 5.422782 1.857431 -0.089667 0.131 0.037 -0.100 -1.863
C 4.688407 1.376673 -1.322532 -0.139 0.114 -0.122 1.436
C 3.583690 2.118898 -1.730007 0.189 0.125 0.065 -0.646
C 2.834191 1.734907 -2.815111 0.199 -0.160 0.058 0.412
C 3.179050 0.592008 -3.534123 0.021 -0.018 0.092 0.091
C 4.299045 -0.154542 -3.166683 0.031 0.176 -0.169 1.240
C 4.621659 -1.406155 -3.934828 0.142 -0.094 0.073 -1.571
C 3.702977 -2.553052 -3.589931 -0.110 0.076 -0.006 -0.207
O 3.950670 -3.701404 -3.817932 0.088 -0.281 -0.005 -0.591
C 5.050621 0.234859 -2.044604 -0.039 0.056 0.043 0.754
C 6.203786 -0.617307 -1.581926 -0.154 -0.343 -0.035 -1.195
C 5.762181 -1.921939 -0.878830 -0.146 0.228 -0.023 -1.377
C 4.447806 -1.777839 -0.120540 -0.018 -0.217 0.093 1.506
C 4.136873 -2.952323 0.823963 0.040 0.223 -0.199 -0.892
C 3.677683 -2.513053 2.214063 0.152 -0.249 0.138 -0.835
O 2.276524 -2.597610 2.370639 -0.226 0.094 -0.125 -0.241
C 1.830161 -3.760886 3.026362 0.182 -0.009 0.244 -0.938
C 2.258368 0.207672 -4.642831 -0.020 0.000 -0.015 -1.075
O 2.613223 -0.266891 -5.696567 0.028 -0.174 -0.105 -0.554
C 0.810394 0.447914 -4.347645 -0.177 0.081 0.134 1.185
C 0.503475 1.597067 -3.629253 -0.031 -0.124 -0.159 0.344
C -0.806231 1.879272 -3.301186 -0.070 0.105 -0.049 -0.744
C -1.814794 1.001251 -3.649295 -0.017 -0.118 0.022 0.716
C -3.202873 1.339295 -3.188046 -0.106 0.160 0.379 -2.113
O -3.883470 1.967934 -4.254304 0.030 0.019 0.015 -0.071
O -5.205616 2.323585 -3.829067 -0.113 -0.209 -0.100 -0.245
C -1.533008 -0.175055 -4.361381 -0.297 0.054 -0.007 -0.520
B -2.757485 -1.156443 -4.660315 0.028 -0.026 0.012 0.874
C -3.873870 -0.885914 -5.705824 -0.135 -0.088 0.187 -1.030
O -2.857519 -2.301573 -3.921709 0.099 -0.022 0.002 -0.646
C -0.208609 -0.431948 -4.732938 0.288 -0.085 -0.020 0.491
P 0.159599 -1.879497 -5.761641 0.108 0.077 -0.598 0.620
O 0.005414 -1.687339 -7.218175 -0.019 0.022 0.060 -0.763
C 1.609145 2.478850 -3.174390 -0.058 0.118 0.046 -0.997
O 1.484558 3.673689 -3.055515 -0.109 0.060 0.226 -0.613
O 7.537714 1.865495 -2.833454 0.248 -0.029 -0.095 0.137
C 7.611688 2.231778 -4.233590 0.093 -0.080 -0.074 -0.463
C 8.212266 1.068974 -4.994297 -0.151 0.133 -0.069 -1.176
H 9.603612 1.177240 -1.078794 -0.040 -0.038 -0.025 0.194
H 11.239288 1.775198 -0.905301 0.106 0.055 0.018 0.441
H 9.968012 2.349399 0.187865 0.084 0.092 0.080 0.274
H 10.026202 2.835728 -2.828443 -0.150 -0.007 -0.094 0.123
H 10.631396 3.987080 -1.660001 -0.034 0.106 0.025 0.401
H 7.574839 1.409171 -0.055280 0.135 0.063 -0.153 0.696
H 7.159669 3.003811 0.485280 -0.031 0.050 0.087 0.647
H 4.910205 2.749601 0.256776 -0.154 -0.019 0.100 0.724
H 5.343693 1.103506 0.694861 0.012 0.030 0.107 0.104
H 3.277201 3.000215 -1.185045 0.108 0.111 0.029 0.610
H 5.633578 -1.762896 -3.771156 0.115 0.037 -0.033 0.377
H 4.499778 -1.240702 -5.004713 0.043 0.023 -0.026 0.879
H 2.744177 -2.274390 -3.108379 -0.150 0.081 0.038 0.499
H 6.837136 -0.067076 -0.896039 -0.083 0.023 -0.122 -0.114
H 6.817991 -0.863479 -2.446270 0.219 0.030 0.064 0.311
H 6.535473 -2.186183 -0.157488 0.130 -0.197 -0.079 0.671
H 5.679997 -2.730320 -1.604719 0.060 -0.169 0.030 0.231
H 3.627991 -1.680442 -0.831418 -0.084 0.241 -0.034 -0.287
H 4.486068 -0.851153 0.455834 -0.113 0.052 0.004 -0.603
H 5.011794 -3.597753 0.901770 0.057 -0.057 0.044 0.407
H 3.331075 -3.540751 0.387701 0.032 -0.247 0.053 0.412
H 3.947323 -1.471494 2.388360 0.054 0.106 0.037 0.390
H 4.176386 -3.109239 2.983221 -0.040 -0.024 0.105 0.555
H 0.751793 -3.816986 2.922642 -0.090 -0.008 -0.084 0.229
H 2.075792 -3.703427 4.091662 -0.005 -0.074 0.089 0.364
H 2.287262 -4.668945 2.625871 -0.021 -0.044 -0.156 0.336
H -1.039195 2.774157 -2.740378 0.055 0.124 -0.005 0.742
H -3.122832 2.052453 -2.357614 -0.017 0.013 0.080 0.709
H -3.755990 0.472558 -2.807694 -0.047 -0.165 -0.242 0.657
H -5.192507 2.286759 -2.860915 0.168 0.134 0.032 0.341
H -4.831163 -1.224606 -5.304964 -0.076 -0.009 -0.017 0.347
H -3.968018 0.149042 -6.012778 0.065 0.066 -0.123 0.302
H -3.676990 -1.510855 -6.580495 0.068 0.040 -0.131 0.348
H -2.093228 -2.447439 -3.355161 -0.066 -0.010 0.101 0.273
H -0.701713 -2.864850 -5.256263 -0.020 -0.038 0.217 0.081
H 1.417656 -2.303868 -5.313724 -0.068 -0.142 0.103 -0.039
H 6.614022 2.485531 -4.582828 -0.139 -0.076 0.080 0.293
H 8.228668 3.125491 -4.337220 -0.016 0.079 -0.005 0.546
H 9.297736 1.117681 -5.016116 0.092 -0.093 0.095 0.328
H 7.852514 1.080821 -6.021004 0.041 -0.019 -0.089 0.377
H 7.903437 0.132029 -4.536877 -0.031 -0.094 -0.008 0.220
C 1.155829 0.947497 3.050477 -0.018 0.029 -0.016 -0.357
C 0.623973 2.227312 3.136318 -0.009 -0.024 -0.003 -0.376
C 0.346572 2.945120 1.980127 -0.033 0.011 0.021 -0.865
C 0.602855 2.382517 0.737123 0.004 0.009 -0.059 -0.509
C 1.145017 1.106888 0.653344 -0.066 0.030 -0.027 -0.339
C 1.418633 0.386827 1.807926 0.064 -0.069 -0.102 -0.392
H 1.361856 0.384268 3.952068 0.024 -0.028 0.013 0.511
H 0.423140 2.665822 4.105402 -0.008 0.031 0.009 0.422
H -0.069891 3.941864 2.047726 0.001 0.010 0.000 0.407
H 0.383897 2.940893 -0.165786 0.025 0.032 -0.007 0.389
H 1.348515 0.668810 -0.317181 0.018 -0.015 -0.010 0.561
H 1.821604 -0.615691 1.739019 -0.117 0.088 0.045 0.652
C -2.715892 -1.908589 -0.065266 0.020 0.074 0.047 -0.673
C -3.620625 -2.590758 0.736519 -0.075 0.002 0.073 -0.784
C -4.092980 -2.002877 1.901755 -0.337 0.228 -0.600 -0.381
C -3.658943 -0.735703 2.268224 -0.237 0.178 -0.290 -0.892
C -2.753105 -0.053834 1.467321 -0.047 0.029 0.066 -0.289
C -2.283850 -0.641269 0.300698 0.088 0.006 -0.133 -0.214
H -2.353558 -2.365043 -0.977364 0.011 -0.020 0.012 0.297
H -3.958068 -3.579011 0.452551 -0.011 -0.008 -0.002 0.430
H -4.800260 -2.533203 2.526513 -0.007 0.314 -0.649 0.986
H -4.027933 -0.279345 3.177593 0.004 0.003 0.035 0.325
H -2.410109 0.933149 1.751495 0.042 0.001 0.007 0.397
H -1.576394 -0.106302 -0.323160 0.023 -0.010 0.027 0.749
C -9.822323 1.295678 -2.992510 -0.004 0.001 -0.003 -0.420
C -8.569250 1.827172 -3.262854 0.019 0.007 0.007 -0.322
C -8.360862 2.581807 -4.409429 -0.128 0.000 -0.021 -0.079
C -9.414117 2.799256 -5.287526 0.001 0.012 -0.001 -0.512
C -10.667242 2.264392 -5.022219 0.003 0.005 -0.002 -0.349
C -10.872228 1.513319 -3.873659 -0.003 -0.006 0.004 -0.411
H -9.980896 0.710285 -2.095892 0.003 -0.007 0.002 0.356
H -7.752855 1.646362 -2.574916 0.013 -0.002 -0.003 0.243
H -7.385480 2.994269 -4.621532 0.043 -0.014 0.000 0.404
H -9.256298 3.386798 -6.182840 0.001 -0.001 -0.008 0.354
H -11.484745 2.432605 -5.711353 -0.004 0.005 -0.004 0.360
H -11.849091 1.096334 -3.665565 -0.006 -0.001 0.001 0.352
C -1.968617 6.395349 -5.970733 0.003 0.000 0.004 -0.565
C -2.841618 7.453287 -6.183994 -0.004 0.003 0.000 -0.334
C -4.212268 7.232448 -6.189481 0.001 -0.004 0.012 -0.431
C -4.709591 5.952844 -5.983194 0.019 0.020 0.002 -0.465
C -3.837338 4.892823 -5.775214 -0.010 0.069 -0.047 -0.170
C -2.467339 5.115700 -5.768862 0.011 -0.015 0.021 -0.267
H -0.900028 6.567554 -5.961942 0.006 -0.001 -0.003 0.376
H -2.453439 8.450687 -6.345860 0.002 0.007 0.003 0.361
H -4.892543 8.058465 -6.353535 -0.003 0.004 -0.002 0.362
H -5.778726 5.781131 -5.982629 -0.001 -0.004 -0.011 0.410
H -4.220823 3.897007 -5.618411 -0.020 -0.037 0.016 0.260
H -1.786989 4.288566 -5.605898 0.000 -0.005 -0.003 0.457
C -3.758992 -4.330399 5.528643 0.030 0.003 0.038 -1.032
C -3.642626 -3.391182 4.513475 0.006 -0.117 0.296 0.027
C -2.417453 -2.788050 4.261555 0.223 0.008 0.055 0.290
C -1.309446 -3.125618 5.026746 -0.034 -0.074 0.035 -0.935
C -1.425035 -4.062567 6.045114 0.024 0.017 -0.002 -0.768
C -2.650089 -4.664817 6.294433 -0.010 -0.031 0.035 -0.388
H -4.712846 -4.802516 5.726508 -0.011 0.002 0.023 0.422
H -4.507631 -3.127653 3.918640 0.225 -0.281 0.624 0.220
H -2.325016 -2.054013 3.469893 0.169 -0.250 0.277 0.320
H -0.354284 -2.654823 4.830335 0.003 0.021 -0.003 0.982
H -0.561134 -4.320161 6.645051 0.008 -0.011 0.005 0.428
H -2.744686 -5.394876 7.087740 -0.008 -0.018 -0.006 0.474
C -4.365128 -5.994270 9.540795 0.009 -0.004 -0.012 -0.423
C -4.969505 -4.764804 9.317645 0.014 0.017 -0.006 -0.225
C -6.346154 -4.637466 9.439256 -0.008 -0.004 -0.008 -0.532
C -7.117633 -5.739806 9.780653 0.002 0.003 -0.003 -0.341
C -6.513098 -6.969994 9.998628 -0.001 -0.002 -0.002 -0.396
C -5.136227 -7.097479 9.879150 -0.003 -0.001 -0.002 -0.416
H -3.290536 -6.093412 9.451614 0.007 -0.001 0.011 0.427
H -4.368236 -3.906067 9.046905 0.005 0.003 -0.005 0.462
H -6.817679 -3.678565 9.267465 -0.002 0.007 0.000 0.375
H -8.190995 -5.639984 9.876852 -0.007 -0.001 -0.003 0.362
H -7.115183 -7.829963 10.261591 -0.004 -0.004 0.005 0.362
H -4.664312 -8.056426 10.049669 0.003 -0.004 0.005 0.362
C -0.500831 0.046653 9.679326 -0.001 -0.003 -0.002 -0.480
C 0.101062 1.269503 9.416483 -0.001 0.002 -0.003 -0.393
C 0.267292 1.694047 8.105303 0.006 0.005 -0.007 -0.445
C -0.167053 0.894623 7.056831 0.011 -0.003 0.030 -0.252
C -0.765648 -0.330131 7.319688 0.007 0.030 -0.027 -0.372
C -0.933062 -0.753410 8.630516 0.005 -0.009 0.014 -0.422
H -0.633974 -0.282114 10.701958 0.005 -0.003 0.005 0.366
H 0.440439 1.892286 10.234034 -0.003 0.007 0.003 0.362
H 0.734585 2.648949 7.901214 0.005 0.006 0.001 0.371
H -0.040388 1.225841 6.033514 -0.011 -0.009 -0.005 0.381
H -1.102661 -0.955895 6.505017 -0.037 -0.001 -0.010 0.413
H -1.401542 -1.708546 8.832672 -0.006 -0.005 -0.007 0.420
```
Positions in Å, forces in eV/Å.

Calculated values
LUMO level = -1.1 eV
SMILES string = CCOP(=O)(CCc1cc2c(c(CC=O)c1CCCCCOC)C(=O)c1c(cc(COO)c(B(C)O)c1[PH2]=O)C2=O)OCC.c1ccccc1.c1ccccc1.c1ccccc1.c1ccccc1.c1ccccc1.c1ccccc1.c1ccccc1
maximum force = 0.73 eV/A
E = -4328.6040 hartree
E_HOMO = -9.024 eV
spin multiplicity = 1